# 1
Below is a structure of composition C13H15CuIN2O2, with properties calculated with ωB97M-V/def2-TZVPD.

Each line ends with the Mulliken spin population.
Positions of all 34 atoms, in Å:
H -0.0321 1.3243 -4.6031  0.00
H -3.7764 0.2629 1.7059  0.00
H 0.3149 3.7775 -4.0492  0.00
C -0.0417 -0.7652 -2.5392  0.00
C -0.3644 -3.5020 -1.8448  0.01
H -0.2694 -1.3752 -4.5849  0.00
C 0.1186 0.7137 -2.5545  0.00
H -0.5112 -4.5394 -1.5325  0.00
C 0.3596 2.4807 -0.9434  0.00
H 1.3650 -1.3688 4.1631  0.00
O -2.2544 -0.1135 0.4962  0.03
H 2.1856 1.0731 4.3804  0.00
I 2.1267 -0.1317 0.8307  0.22
C -0.1960 -1.7334 -3.5544  0.00
C 1.2181 0.7734 4.7918  0.00
H -0.4851 -3.8321 -3.9641  0.00
C -2.6944 0.0233 1.7036  0.00
C 0.3108 3.0330 -3.2528  0.00
H -0.2595 -2.6999 0.1853  0.00
O -2.1032 -0.0361 2.8050  0.00
C 1.0522 -0.7108 4.9667  0.00
H 0.4589 2.6762 0.1255  0.00
H 1.6584 -1.0278 5.8238  0.00
C -0.3466 -3.0843 -3.1845  0.00
N 0.1085 1.2162 -1.2937  0.01
H 1.0975 1.3216 5.7171  0.00
H 0.0100 -0.8538 5.2335  0.00
N -0.1634 -1.2239 -1.2675  0.06
C 0.1485 1.6756 -3.5869  0.00
C 0.4491 3.4605 -1.9251  0.00
C -0.2511 -2.5012 -0.8871  -0.01
H 0.5769 4.5088 -1.6461  0.00
H 0.4580 1.1273 4.0808  0.00
Cu -0.2685 0.0511 0.2044  0.68

HOMO-LUMO gap (alpha / beta) = 7.622 / 7.056 eV
F_max = 2.7 eV/A
molar mass = 421.7 g mol⁻¹
HOMO level (alpha / beta) = -0.3205 / -0.3178 Ha
2S+1 = 2

=====

# 2
Below is a structure of composition C13H15N2O5Ti, with properties calculated with ωB97M-V/def2-TZVPD.

Each line ends with the Mulliken spin population.
Positions of all 36 atoms, in Å:
C 1.6079 -1.3432 -1.6253  0.00
C -1.4497 2.8274 -0.8354  0.00
O 0.5075 -0.4206 1.9093  0.01
H 2.1741 -2.9887 0.7894  0.00
C -2.3858 1.8034 1.1289  -0.01
O 0.6573 -0.2201 -3.5499  0.00
O 1.3718 -2.0797 3.1171  0.00
N 1.0124 -1.5542 -0.3092  -0.01
H 1.6599 -2.2621 -2.2248  0.00
H 0.1066 -3.3201 -1.0718  0.00
H -1.3495 -1.4026 -1.7636  0.00
O -1.6283 -0.6862 0.1070  0.00
C -0.1065 2.6324 1.1670  -0.02
H -1.0932 1.6989 2.8481  0.00
H 0.7569 2.9494 1.7486  0.01
H 0.5334 3.6187 -0.6411  0.00
C 1.9347 -1.9168 0.7643  0.00
H 2.8599 -1.3362 0.6792  0.00
H -3.2315 1.3731 1.6498  0.00
H 2.6169 -0.9238 -1.5212  0.00
C 1.2402 -1.4650 2.0858  0.01
H -2.2473 -2.5036 -0.6835  0.00
H -3.4652 2.0932 -0.6960  0.00
C -0.1029 -2.5066 -0.3620  0.00
Ti 0.3532 0.4593 0.3009  0.93
H -0.2357 -2.9495 0.6326  0.00
C 2.2555 1.1365 0.2638  -0.08
C -1.4058 -1.7992 -0.7451  0.01
H -1.7917 -1.0155 1.0069  0.00
C -0.2656 3.0652 -0.1578  -0.01
C 0.7635 -0.2449 -2.3468  0.01
O 0.2275 0.5704 -1.5110  0.02
N 3.3731 1.3719 0.0912  0.07
C -1.1728 1.9651 1.7979  0.06
C -2.5233 2.2207 -0.1827  0.02
H -1.5574 3.1529 -1.8606  0.00

HOMO-LUMO gap (alpha / beta) = 8.135 / 9.753 eV
relative energy (zero: lowest compared OMol25 entry of this formula, charge and spin) = 16.55 kcal/mol
F_max = 2.4 eV/A
molar mass = 327.1 g mol⁻¹
HOMO level (alpha / beta) = -0.3007 / -0.3642 Ha
2S+1 = 2

=====

# 3
Below is the molecule C13H15N3O3, with properties calculated with ωB97M-V/def2-TZVPD.

Each line ends with the Löwdin charge.
Positions of all 34 atoms, in Å:
C -2.5125 -1.9011 0.2891  -0.48
H -1.4221 -1.1365 1.6621  0.11
H 2.3838 -3.2127 0.9345  0.17
H 3.0033 2.4888 -0.7146  0.10
O -1.9573 -1.9367 1.5082  0.12
C 2.3649 -1.1742 0.2119  -0.19
H -1.3590 -2.0495 -2.1742  0.15
C 0.3057 -1.4187 -0.8133  -0.16
H -2.7001 3.2758 0.4194  0.13
H 0.0561 -3.4980 -0.2064  0.14
C 1.6902 0.8273 -0.9511  -0.02
H -2.1801 0.5083 1.0130  0.10
H 4.7167 1.2706 0.5936  0.11
H -0.6814 1.8445 1.9821  0.07
H -2.9999 -0.5733 -1.4060  0.17
C 2.8212 1.4558 -0.4449  -0.11
H 4.4405 -1.1300 1.0805  0.10
C 1.4027 -0.4710 -0.5186  -0.13
N -1.8602 0.4210 0.0828  0.10
C -2.1685 -0.7663 -0.6957  -0.19
C -0.9711 -1.1679 -1.5709  -0.08
O -1.7091 1.8994 -1.6901  0.05
C -1.7327 2.7633 0.4776  -0.19
C 0.6699 -2.5967 -0.2052  -0.06
H -0.7804 -0.3724 -2.3067  0.12
H -0.9583 3.4181 0.0506  0.13
C 3.6295 -0.5916 0.5855  -0.01
O -3.1900 -2.8340 -0.0620  0.12
N -1.5599 2.3214 1.8550  0.00
H 0.9782 1.3057 -1.6224  0.11
N 1.8962 -2.4755 0.3935  0.07
C -1.7881 1.6234 -0.4900  -0.50
H -1.6190 3.1336 2.4674  0.08
C 3.7909 0.7490 0.2655  -0.12

HOMO-LUMO gap = 8.631 eV
relative energy (zero: lowest compared OMol25 entry of this formula, charge and spin) = 18.18 kcal/mol
F_max = 2.4 eV/A
molar mass = 261.3 g mol⁻¹
HOMO level = -0.2985 Ha
structure (SMILES) = NCC(=O)N[C@@H](Cc1c[nH]c2ccccc12)C(=O)O

=====

# 4
Below is the molecule C13H15N3O3, with properties calculated with ωB97M-V/def2-TZVPD.

Each line ends with the Löwdin charge.
Positions of all 34 atoms, in Å:
H 0.2064 -2.5766 -1.4688  0.10
H -1.4603 -1.1580 -0.8544  0.14
C -0.6698 0.5931 -2.0249  -0.48
C 1.0271 -1.0308 -0.3030  -0.15
H -1.2716 -1.1705 -3.9099  0.08
H -1.8524 -3.1174 2.9198  0.10
O -0.4542 1.0031 -3.1852  0.02
N 1.9760 0.2109 1.4996  0.07
H -2.6567 -1.5479 -3.0202  0.13
O 1.3534 2.8253 0.2525  0.08
C 0.6852 -0.9045 3.3710  -0.01
C 1.0665 -0.7230 1.9970  -0.21
H 1.3066 -1.6193 -2.6474  0.18
C -1.0592 -2.4508 2.5880  -0.10
C 0.4701 -1.4819 0.9598  -0.16
C -0.8598 2.8298 -0.9452  -0.04
N -1.5423 -1.5244 -2.9583  0.00
H 2.3488 0.9106 -0.3745  0.12
H 1.6918 4.9579 -0.3479  0.15
H 2.7370 0.7769 1.9810  0.20
H 1.2202 -0.3874 4.1510  0.09
H -0.9405 -2.8608 0.5445  0.05
H -1.6582 3.3365 -0.1673  0.17
C 0.5777 -1.5642 -1.6558  -0.09
H -1.1295 0.9145 0.0512  0.24
N -0.7136 1.3479 -0.9468  0.02
C -0.8615 -0.9494 -1.7867  -0.33
O 0.8803 4.7544 -0.9191  0.06
C -0.3863 -1.7953 3.6383  -0.11
C 1.8486 0.0873 0.1631  -0.08
C -0.6202 -2.2953 1.2826  -0.05
H -0.8316 -1.8616 4.6850  0.11
C 0.6479 3.4552 -0.4651  -0.44
H -1.0756 3.0158 -2.1041  0.15

HOMO-LUMO gap = 7.868 eV
relative energy (zero: lowest compared OMol25 entry of this formula, charge and spin) = 99.86 kcal/mol
F_max = 7.1 eV/A
molar mass = 261.3 g mol⁻¹
HOMO level = -0.2755 Ha
structure (SMILES) = N[C@@H](Cc1c[nH]c2ccccc12)C(=O)NCC(=O)O

=====

| no. | electronic energy (eV) |
| --- | --- |
| 1 | -73539.715 |
| 2 | -50059.692 |
| 3 | -24338.050 |
| 4 | -24334.508 |